Computed, not measured: a molecular structure, C7H17N, with ωB97M-V with the def2-TZVPD basis set.

```
! RIJCOSX wB97M-V def2-TZVPD def2/J DEFGRID3
* xyz 0 1
N -1.27369 0.07135 0.66536
C -0.71103 -1.57738 -1.44346
C 0.40512 -2.07702 0.73463
C -0.14397 -1.11125 -0.28872
C 1.41616 1.36939 -0.61485
C 2.60709 1.14987 0.27696
C -2.68515 -0.01644 0.28223
C 0.44507 2.28217 -0.32765
H -0.65055 -2.62276 -1.70782
H -0.33846 -2.82881 1.00438
H -3.33747 0.48378 1.00517
H -2.80923 0.44836 -0.69098
H 1.57016 1.09951 -1.65706
H 2.35215 1.33689 1.32066
H -1.16213 -0.15164 1.64971
H 2.98855 0.13386 0.18700
H -0.90744 1.06671 0.53132
H -1.10064 -0.89750 -2.18763
H 3.41807 1.82662 -0.00068
H 1.28144 -2.58489 0.32978
H -0.20924 2.65937 -1.09905
H 0.64851 -0.23799 -0.42940
H 0.71573 -1.54298 1.63513
H -2.95793 -1.06797 0.19549
H 0.43888 2.78874 0.62946
*
```

- LUMO energy (eV) = 0.8
- Kohn-Sham gap (eV) = 6.9
- energy above the lowest of the compared OMol25 structures with the same formula, charge and spin (kcal per mole) = 109.3

=====

Computed, not measured: 3 unconnected molecules or ions with the total composition C20H24FN4O3P, with ωB97M-V with the def2-TZVPD basis set.

```
! RIJCOSX wB97M-V def2-TZVPD def2/J DEFGRID3
* xyz 0 1
P 1.50055 1.51563 0.91619
F 4.28388 1.15616 2.17540
O 0.34925 4.21315 1.94863
O -0.61686 3.60585 4.15508
O 2.59973 5.11592 2.25684
N 1.61238 -1.77455 -0.17779
N -0.11493 -4.72651 -5.48863
N 2.54694 2.77118 1.61515
N 0.17577 1.15518 1.77196
C -2.13856 -3.49463 -5.95240
C -2.29992 1.59378 4.61649
C 1.16489 -3.50032 -2.33302
C -2.67054 3.16545 2.32569
C -3.96311 2.25756 1.86077
C -0.18817 4.66801 3.23624
C 0.25539 -4.51396 -6.77009
C 0.09432 -2.89351 -1.68482
C 3.42836 2.26739 2.73312
C -1.80168 2.88169 3.68296
C -0.50792 -3.80850 -7.68639
C 2.63138 -2.37972 -0.82575
C 2.46044 -3.24013 -1.89831
C -1.30429 -4.21037 -5.10868
C 1.80964 4.04463 1.96521
C 2.64583 1.85099 4.11168
C 0.36597 -2.04494 -0.62356
C -1.72867 -3.29086 -7.26578
C -3.58933 0.67842 4.15407
C -4.43846 0.96682 2.76010
H -0.92710 -3.07647 -1.99863
H 3.06307 0.78651 4.44772
H 0.99125 -4.17061 -3.16980
H 1.14885 1.96182 -0.43950
H 0.16694 0.14406 2.07836
H 2.95526 2.66169 4.93083
H -0.43542 -1.54492 -0.08746
H 1.48433 1.78993 3.98087
H -2.37747 4.06316 1.61407
H 4.19824 3.14844 2.97054
H -2.35530 -2.73356 -7.95600
H 1.21412 -4.94076 -7.05115
H -1.57828 -4.39326 -4.07372
H -1.11975 5.37750 3.00200
H -3.93378 -0.23530 4.82593
H 2.28110 0.27617 0.82207
H -1.73662 1.32158 5.60606
H -4.50811 2.52260 0.85975
H 0.55770 5.36238 3.85665
H -3.08468 -3.10514 -5.59406
H -0.15982 -3.66655 -8.70322
H -5.34572 0.26554 2.43791
H 3.62285 -2.14777 -0.44694
H 3.31608 -3.69686 -2.38262
*
```

- SMILES string = C[C@@H](F)N([PH2]=N)C(=O)OCOc1ccccc1.c1ccncc1.c1ccncc1
- LUMO energy (eV) = 0.1
- Kohn-Sham gap (eV) = 8.1

=====

Computed, not measured: a molecular structure, C53H40N9O4RuS3, with ωB97M-V with the def2-TZVPD basis set.

```
! RIJCOSX wB97M-V def2-TZVPD def2/J DEFGRID3
* xyz 2 2
Ru 0.02410 0.50191 -0.04181
S 0.54207 -0.74076 2.94641
S -1.67075 -6.45068 0.01870
S 0.67675 4.53235 -4.08494
O -0.32484 -1.75426 3.47453
O -3.20467 2.80787 0.12501
O 3.77982 2.30530 0.32412
O 1.50714 -1.12216 1.94566
N 0.14678 0.63951 -2.10178
N -1.81864 1.03369 -0.15647
N -0.25796 -1.51677 -0.60332
N -1.56236 0.73700 4.05147
N 3.46627 1.96908 7.25434
N 2.16215 0.79153 -0.02973
N 0.24152 2.45299 0.37847
N -2.28181 1.79637 2.08464
N -0.39375 0.37161 2.08617
C -0.80135 -4.00501 -1.72622
C -2.98822 0.68226 -0.94107
C -1.46358 -6.11589 2.53964
C 0.66669 3.01808 -4.90970
C 1.14620 4.54756 -6.59098
C -0.79944 -3.84440 -0.35414
C 0.99408 -0.10579 5.54578
C 4.50160 1.05775 0.02584
C 3.14562 1.54634 4.91376
C -3.56463 2.03452 4.05972
C 3.92782 -2.20403 -1.16517
C -0.30759 -1.89039 -4.75817
C -3.93163 -2.57211 0.80850
C -0.06563 -0.61155 -4.14907
C -0.87113 3.13369 0.61250
C -0.06351 -0.52716 -2.75308
C -3.98570 1.80434 -0.57620
C -2.07494 2.20038 0.59762
C 3.48952 -0.89213 -1.29837
C 1.45200 3.02226 0.43089
C -0.53643 -2.98424 -3.99919
C 0.17275 0.56571 -4.86811
C 2.45095 0.91250 3.91070
C 1.37017 0.08968 4.21938
C -1.82122 -7.04633 1.60963
C 1.03904 5.38229 -5.52160
C -0.54040 -2.90929 -2.56236
C -0.82038 4.49236 0.87374
C -4.84704 -2.58535 -1.41023
C -0.28746 -1.68235 -1.95418
C 0.40110 1.76237 -4.20448
C -3.34661 2.31045 2.74796
C 0.36710 1.73698 -2.79900
C 1.69410 0.51229 6.55476
C 0.42647 5.10971 0.89559
C 2.78218 1.35409 6.26013
C -3.54532 -0.69867 -0.65966
C 0.93226 3.19008 -6.24160
C -2.58904 1.24209 4.68486
C 4.04982 -3.01938 -2.28090
C -3.37198 -1.32509 0.56887
C -1.05951 -4.89081 1.95305
C -1.11684 -4.92157 0.58138
C 3.73103 -2.52784 -3.53797
C 3.39736 -0.02066 -0.07211
C 3.18339 -0.39963 -2.56333
C 3.30238 -1.21483 -3.67855
C -0.50810 -2.55950 0.15853
C -4.66789 -3.20590 -0.18128
C -1.39739 0.95952 2.73510
C 1.59157 4.37291 0.68715
C -4.28801 -1.33785 -1.64696
C 2.50006 2.00532 0.21357
H 3.99229 2.17690 4.67453
H -5.42291 -3.07287 -2.18541
H 0.16158 -0.75712 5.77137
H -4.42449 -0.86392 -2.61295
H 3.25623 1.77766 8.21662
H 1.37039 4.88522 -7.59078
H -2.77684 -0.85113 1.33933
H 5.02607 1.21247 -0.91510
H 2.76071 1.03461 2.87905
H 3.36615 -0.65362 0.81263
H -2.72990 0.73652 -2.00650
H 2.87287 0.63349 -2.68399
H 3.07020 -0.82242 -4.66026
H 1.14928 6.45392 -5.50059
H 0.98792 2.38205 -6.95550
H -1.01403 -4.96849 -2.17345
H -1.48328 -6.29806 3.60305
H -2.65029 1.02649 5.74599
H 4.39340 -4.03862 -2.16798
H 3.82796 -3.16316 -4.40823
H -2.16240 -8.05498 1.77597
H -0.30952 -1.95781 -5.83800
H -0.72668 -3.94263 -4.46410
H -4.41918 2.42899 4.58519
H -3.98891 2.94649 2.15685
H -5.09940 -4.18063 0.00299
H 0.49534 6.17171 1.08604
H 1.41562 0.34343 7.58692
H -1.72912 5.05279 1.04422
H -4.42676 2.29983 -1.43620
H 0.16701 0.52967 -5.94971
H -0.50590 -2.39478 1.22353
H -0.73806 -4.03857 2.53437
H 5.20849 0.89582 0.83392
H 0.53423 2.64295 -2.22934
H -4.77328 1.43609 0.08368
H 2.56910 4.83123 0.72180
H 4.16040 -2.59672 -0.18248
H 4.28907 2.50881 7.06015
H -3.77946 -3.05395 1.76597
*
```

- LUMO energy (alpha / beta) (eV) = -5.4 / -5.7
- Kohn-Sham gap (alpha / beta) (eV) = 6.7 / 6.4
- ⟨S²⟩ = 0.75
- energy above the lowest of the compared OMol25 structures with the same formula, charge and spin (kcal per mole) = 0.0

=====

| no. | E_tot (eV) |
| --- | --- |
| 1 | -9020.487 |
| 2 | -45225.549 |
| 3 | -112290.512 |